Record 1
Molecular formula: C9H23Br2N2O6S2
Method: DFT, ωB97M-V/def2-TZVPD

Results
**E**: -186725.6388 eV
**LUMO**: 2.10 eV
**HOMO-LUMO gap**: 4.9 eV
**HOMO**: -2.82 eV
**Molecular weight**: 479.2 g/mol
**Total charge**: -1

Each atom is followed by the atoms it is bonded to, with distances in Å.
Atoms and positions in Å:
1 C 1.308 0.165 3.284  C2 1.495, H8 1.074, H9 1.077, H10 1.080
2 C 1.600 -0.523 1.988  C1 1.495, Br3 1.978, C4 1.552, H11 1.073
3 Br -0.111 -1.138 1.209  C2 1.978
4 C 2.554 -1.739 2.134  C2 1.552, Br5 2.216, N6 1.301, H12 1.090
5 Br 4.325 -0.890 1.107  C4 2.216
6 N 2.870 -2.126 3.336  C4 1.301, N7 1.453
7 N 2.616 -3.534 3.593  N6 1.453, H13 1.005, H14 1.014
8 H 0.998 -0.540 4.033  C1 1.074
9 H 2.183 0.705 3.604  C1 1.077
10 H 0.491 0.855 3.132  C1 1.080
11 H 1.988 0.202 1.299  C2 1.073
12 H 2.186 -2.540 1.492  C4 1.090
13 H 1.975 -3.596 4.364  N7 1.005
14 H 2.216 -4.002 2.787  N7 1.014
15 O 2.443 2.642 -0.220  S16 1.423
16 S 2.253 2.717 -1.629  O15 1.423, O17 1.426, O18 1.584, C21 1.759
17 O 1.774 1.589 -2.358  S16 1.426
18 O 3.590 3.245 -2.293  S16 1.584, C19 1.455
19 C 4.797 2.485 -2.009  O18 1.455, C20 1.514, H22 1.090, H23 1.088
20 C 4.842 1.137 -2.697  C19 1.514, H24 1.087, H25 1.089, H26 1.091
21 C 1.235 4.100 -2.013  S16 1.759, H27 1.085, H28 1.086, H29 1.086
22 H 4.906 2.377 -0.930  C19 1.090
23 H 5.606 3.121 -2.363  C19 1.088
24 H 4.064 0.474 -2.328  C20 1.087
25 H 5.805 0.664 -2.505  C20 1.089
26 H 4.706 1.251 -3.773  C20 1.091
27 H 1.605 4.974 -1.487  C21 1.085
28 H 0.234 3.844 -1.675  C21 1.086
29 H 1.241 4.253 -3.088  C21 1.086
30 O -5.926 -1.358 1.516  S31 1.427
31 S -6.119 -1.234 0.108  O30 1.427, O32 1.429, O33 1.573, C36 1.759
32 O -6.645 -2.336 -0.634  S31 1.429
33 O -4.790 -0.719 -0.559  S31 1.573, C34 1.459
34 C -3.561 -1.476 -0.350  O33 1.459, C35 1.513, H37 1.089, H38 1.086
35 C -3.538 -2.792 -1.097  C34 1.513, H39 1.088, H40 1.089, H41 1.090
36 C -7.092 0.190 -0.235  S31 1.759, H42 1.085, H43 1.086, H44 1.086
37 H -3.402 -1.620 0.718  C34 1.089
38 H -2.770 -0.826 -0.712  C34 1.086
39 H -4.299 -3.477 -0.729  C35 1.088
40 H -2.564 -3.261 -0.966  C35 1.089
41 H -3.721 -2.634 -2.160  C35 1.090
42 H -6.685 1.037 0.308  C36 1.085
43 H -8.100 -0.034 0.104  C36 1.086
44 H -7.087 0.367 -1.306  C36 1.086

Record 2
Molecular formula: C6H7N3S
Method: DFT, ωB97M-V/def2-TZVPD

Results
**E**: -21639.0591 eV
**LUMO**: 0.86 eV
**HOMO-LUMO gap**: 8.8 eV
**SMILES string**: NN1NSc2ccccc21
**HOMO**: -7.93 eV
**ΔE to the lowest compared entry with this formula, charge and spin**: 0.837 eV
**Molecular weight**: 153.2 g/mol

Each atom is followed by the atoms it is bonded to, with distances in Å.
Atoms and positions in Å:
1 C -2.228 -0.122 -0.184  C2 1.385, C3 1.387, H11 1.079
2 C -1.989 -1.456 0.104  C1 1.385, C4 1.387, H12 1.079
3 C -1.176 0.766 -0.352  C1 1.387, C5 1.381, H13 1.078
4 C -0.692 -1.938 0.202  C2 1.387, C6 1.381, H14 1.078
5 C 0.118 0.300 -0.230  C3 1.381, C6 1.396, N8 1.409
6 C 0.351 -1.052 0.026  C4 1.381, C5 1.396, S10 1.765
7 N 2.495 0.207 -0.416  N8 1.544, S10 1.733, H15 1.019
8 N 1.254 1.124 -0.357  C5 1.409, N7 1.544, N9 1.380
9 N 1.353 2.066 0.648  N8 1.380, H16 1.020, H17 1.014
10 S 2.082 -1.387 0.127  C6 1.765, N7 1.733
11 H -3.243 0.232 -0.273  C1 1.079
12 H -2.815 -2.134 0.253  C2 1.079
13 H -1.352 1.808 -0.569  C3 1.078
14 H -0.500 -2.976 0.425  C4 1.078
15 H 2.738 0.166 -1.404  N7 1.019
16 H 1.514 1.667 1.573  N9 1.020
17 H 2.089 2.727 0.426  N9 1.014

Record 3
Molecular formula: C6H11NO
Method: DFT, ωB97M-V/def2-TZVPD

Results
**E**: -9936.2058 eV
**LUMO**: 1.05 eV
**HOMO-LUMO gap**: 10.4 eV
**SMILES string**: CC[C@@]1(C)N=CCO1
**HOMO**: -9.33 eV
**ΔE to the lowest compared entry with this formula, charge and spin**: 2.249 eV
**Molecular weight**: 113.2 g/mol

Each atom is followed by the atoms it is bonded to, with distances in Å.
Atoms and positions in Å:
1 C -1.781 -0.759 -0.797  C2 1.471, N7 1.252, H9 1.131
2 C -1.879 -0.727 0.670  C1 1.471, O8 1.382, H10 1.057, H11 1.084
3 C -0.141 0.580 -0.186  C4 1.571, C6 1.559, N7 1.481, O8 1.474
4 C -0.176 2.149 -0.115  C3 1.571, H12 1.002, H13 1.138, H14 1.031
5 C 1.442 -1.408 0.021  C6 1.547, H15 1.141, H16 1.152, H17 1.074
6 C 1.325 0.133 0.096  C3 1.559, C5 1.547, H18 1.014, H19 1.083
7 N -0.831 -0.114 -1.297  C1 1.252, C3 1.481
8 O -0.841 0.114 1.024  C2 1.382, C3 1.474
9 H -2.380 -1.389 -1.521  C1 1.131
10 H -2.758 -0.298 1.070  C2 1.057
11 H -1.575 -1.629 1.190  C2 1.084
12 H -1.145 2.403 -0.096  C4 1.002
13 H 0.481 2.495 -0.978  C4 1.138
14 H 0.209 2.523 0.765  C4 1.031
15 H 0.484 -2.003 0.197  C5 1.141
16 H 2.128 -1.884 0.815  C5 1.152
17 H 1.770 -1.831 -0.910  C5 1.074
18 H 1.968 0.706 -0.439  C6 1.014
19 H 1.516 0.528 1.086  C6 1.083